{
  "formula": "C48H48AsCl5FN5O6Rb",
  "method": "ωB97M-V with the def2-TZVPD basis set",
  "charge": -1,
  "homo_ev": -3.96,
  "lumo_energy_ev": -0.8,
  "orbital_gap_ha": 0.1179,
  "elements": ["H", "H", "O", "C", "C", "H", "C", "H", "H", "C", "H", "H", "H", "H", "C", "C", "H", "H", "H", "C", "C", "C", "H", "H", "C", "H", "C", "N", "H", "H", "H", "C", "As", "C", "C", "C", "C", "C", "Cl", "C", "C", "C", "Cl", "C", "Cl", "C", "H", "O", "N", "H", "H", "H", "N", "C", "H", "N", "C", "F", "C", "H", "O", "Rb", "H", "H", "C", "C", "C", "C", "H", "C", "H", "C", "C", "O", "H", "C", "H", "C", "H", "H", "C", "C", "C", "C", "H", "C", "H", "C", "H", "N", "C", "H", "H", "H", "H", "H", "H", "H", "C", "H", "Cl", "C", "H", "C", "C", "H", "H", "C", "C", "O", "H", "O", "H", "Cl", "C"],
  "positions_angstrom": [[4.7771, -1.3740, 1.2104], [0.4420, -0.1371, -6.7136], [-1.9340, 0.5853, -1.1434], [3.8053, 2.4369, 4.8177], [4.7832, -4.6472, 0.4188], [5.9804, -3.0322, -0.2440], [0.2301, 3.5883, -4.4326], [1.1261, 6.6988, -5.3994], [-4.2865, -0.3221, -0.6735], [3.5171, -3.6379, 5.2630], [0.9066, 3.6757, -7.0401], [3.9227, 2.0506, 0.5455], [-1.1567, 4.8094, -7.9728], [-4.5006, -1.8096, -1.5827], [2.4984, 2.2414, 4.3754], [-0.8629, 4.8543, -6.9128], [-1.5066, 5.7120, -4.3194], [-1.1560, -1.3484, -8.0976], [0.2090, 2.2230, -6.1198], [-1.3466, -0.9169, -4.3022], [-0.6256, 1.2994, -4.3912], [-0.0362, 2.3826, -5.0835], [-1.1171, 7.4259, -4.6969], [-2.2741, 6.3082, -6.4803], [-3.1631, -1.4653, 6.0456], [-2.2810, 1.3001, -7.0291], [-0.5946, -0.0074, -6.4600], [-1.2703, 6.1806, -6.3785], [-0.9264, 2.7160, -1.3591], [5.7433, 1.5567, 5.1420], [2.2539, -4.5257, 2.6177], [-0.1024, 3.6801, -3.0862], [2.3475, -1.7236, 3.1624], [3.7599, -5.0795, 1.2297], [-0.9405, 1.4259, -3.0569], [-2.9446, 0.9293, 6.1970], [2.0896, 0.9973, 3.9142], [2.5180, -3.8912, 7.4263], [-2.1354, -2.9478, 4.0262], [-2.3245, 0.8971, 4.9815], [0.5680, 6.0209, -4.7332], [1.4832, -3.0306, 7.0650], [-3.2058, 2.4231, 7.0844], [1.6580, 1.0888, -0.4242], [-1.6895, 2.4857, 4.3358], [-1.5533, 0.3383, -2.2695], [0.7523, -1.7466, 5.4992], [2.2500, -0.6049, 1.2743], [-4.9369, -3.2925, 0.6549], [5.0358, -0.6778, 4.2599], [4.3608, -4.8680, 6.8962], [-5.9135, -1.0766, -0.9168], [-0.8851, 0.1222, -5.0373], [4.3204, 0.1409, 4.2929], [4.1674, 0.8854, 1.6962], [0.8245, 4.6556, -5.1747], [-0.9090, 6.3861, -4.9193], [0.1187, 4.8126, -2.3767], [-1.5782, -0.7722, -7.2727], [0.7735, -2.7676, 7.8335], [0.6994, -1.9191, 2.9725], [-1.3751, -0.9064, 1.3952], [-5.9949, -4.4458, 2.0974], [2.1975, 1.6805, -1.1562], [-4.9967, -4.0035, 1.9265], [1.4080, 1.6991, 0.9440], [-4.9965, -4.1055, -0.5622], [-2.4784, -1.3875, 4.8495], [0.8461, 6.2451, -3.6843], [-2.0492, -0.2508, 4.3012], [-4.6646, -5.1204, -0.3438], [3.4630, -2.8538, 2.0790], [2.4296, 0.6119, 0.7650], [-2.0881, -2.3175, -1.1856], [1.2301, 5.3796, -7.0918], [-3.4157, -0.2880, 6.7179], [0.9331, 0.3591, -0.7874], [-4.8546, -1.2479, -0.7198], [-1.0671, 1.1193, -8.3698], [-4.2834, -3.7627, -1.3358], [-0.6875, 2.6238, -2.4147], [5.1785, -3.3100, 0.4655], [3.0257, -0.0443, 3.8457], [3.1092, -4.1909, 2.0413], [4.1023, 3.4335, 5.1738], [1.4992, -2.4505, 5.7980], [4.2954, -3.9257, 4.5620], [4.7199, 1.3875, 4.7744], [1.8119, 2.6866, 1.0910], [3.8414, 1.0435, 0.7499], [2.4907, -2.7708, 4.8743], [1.0341, 0.8371, 3.6615], [-4.2481, -4.8162, 1.9162], [-2.4050, -1.1931, -6.7240], [-4.7203, -3.2788, 2.6992], [5.2853, -5.3347, -0.2651], [-6.0193, -4.1565, -0.9653], [-0.7421, 6.8758, -6.9224], [-1.6785, -0.9012, -2.9864], [1.7854, 3.0467, 4.5048], [-3.6878, -3.0150, 6.7093], [4.5259, -2.4072, 1.2911], [0.5135, 1.4533, 1.4485], [-4.8127, -1.9172, 0.6346], [3.5369, -4.2080, 6.5297], [2.5496, -4.3521, 8.4050], [-1.3787, 4.0937, -6.3481], [-2.2303, -2.2094, -2.4124], [0.6016, 4.6255, -6.6025], [-2.7573, -2.9491, -3.2523], [-1.5106, -1.8489, -4.8234], [-4.7206, -1.2484, 1.6435], [3.4406, -6.0927, 1.1469], [-4.2647, -0.3127, 8.2406], [-1.4916, 0.7086, -7.4671]]
}

{
  "formula": "C48H48AsN4O2PScSi",
  "method": "ωB97M-V with the def2-TZVPD basis set",
  "charge": 1,
  "homo_ev": -10.02,
  "lumo_energy_ev": -3.8,
  "orbital_gap_ha": 0.2282,
  "elements": ["H", "H", "N", "C", "C", "C", "C", "H", "H", "C", "H", "H", "C", "H", "C", "C", "C", "C", "N", "C", "C", "C", "H", "O", "H", "H", "H", "C", "C", "C", "O", "C", "C", "C", "C", "H", "H", "H", "C", "C", "H", "C", "H", "H", "C", "C", "C", "C", "H", "As", "H", "H", "C", "H", "H", "C", "C", "C", "H", "C", "C", "C", "C", "C", "H", "H", "C", "C", "H", "Si", "H", "C", "H", "C", "H", "N", "H", "Sc", "H", "C", "P", "H", "C", "H", "C", "H", "H", "N", "C", "H", "H", "H", "H", "H", "H", "H", "H", "H", "C", "H", "C", "H", "H", "H", "C", "C"],
  "positions_angstrom": [[-2.6783, -2.6761, -3.3201], [1.8971, -3.1670, 6.3347], [3.4518, -1.8278, -0.7128], [-1.9433, 2.1507, -3.6430], [-5.9163, 5.8409, 0.6680], [0.0243, -4.2113, 6.1151], [-0.9185, -0.1854, 4.8703], [-2.4147, -0.5477, 1.8714], [1.0091, 0.6996, 5.1930], [0.5893, 2.1324, 0.1114], [1.8356, -0.8031, -3.3661], [4.3596, 0.6344, 1.5819], [-4.4583, 2.6900, -4.6542], [-1.8508, -1.5951, -5.4049], [0.4835, 0.6889, 3.1252], [0.0564, -1.1146, -4.5452], [-3.8206, 4.3376, -0.3919], [0.8231, -1.1823, -3.3916], [-0.4461, -2.8228, -0.0230], [3.6826, 0.6814, 0.7286], [-4.1237, 3.1009, -3.3719], [1.0638, 2.3755, -1.1739], [-1.4472, 0.5125, -1.5316], [-1.9851, -4.6029, 3.1488], [-2.6120, 1.9048, 0.9512], [-4.5376, 7.4790, 0.6648], [0.4690, -0.6631, -5.4343], [0.2585, 0.4309, 4.4650], [0.6078, 3.1510, 1.0530], [1.5653, 4.6395, -0.5779], [1.2340, -2.2770, 1.7046], [4.1496, 0.5451, -2.2947], [1.1018, 4.4008, 0.7069], [-3.5417, 2.0017, -5.4319], [-4.6877, 6.4340, 0.4363], [1.9693, -2.4941, 3.9543], [1.8981, 3.8073, -2.5281], [-5.4363, 2.9229, -5.0516], [-0.4779, 0.3507, 2.1727], [-1.2903, -2.8790, -0.9857], [-1.5423, 1.2400, -5.5399], [3.8539, -3.1676, -0.5436], [-0.0201, -4.5168, 7.1515], [4.7156, -6.9174, 0.1165], [1.1453, -3.0789, 4.3371], [-0.9568, -4.2103, 3.9182], [1.5422, 3.6245, -1.5244], [-1.6921, -2.2398, -3.3677], [0.2242, 2.9828, 2.0519], [-2.2605, 3.3940, -1.0707], [6.7624, -0.9962, -1.1820], [1.0434, 1.5873, -1.9188], [5.1700, -3.5766, -0.2952], [-7.0619, 4.0333, 0.5537], [-2.1740, -0.4390, -0.2676], [-2.6286, 1.6796, -0.1184], [-1.6587, -0.2619, 2.5875], [-5.0622, 3.7509, -0.1534], [-3.8016, 1.6957, -6.4349], [-1.8742, -0.5333, 3.9309], [-2.2790, 1.7374, -4.9239], [1.1053, -3.4524, 5.6594], [-0.9908, -4.5855, 5.2639], [5.4639, -4.9094, -0.0685], [6.5917, 0.5590, -0.3796], [-2.2748, -3.3297, -0.8709], [-6.1030, 4.4979, 0.3729], [-1.6919, 0.5248, -0.4617], [-1.8399, -4.2658, 2.2384], [4.3977, -0.3618, -0.6772], [2.3757, -6.2359, -0.3658], [0.2118, -2.9913, 2.0639], [-1.0867, -0.3956, 5.9170], [0.1262, -3.4478, 3.4441], [1.4164, 1.1509, 2.8235], [-0.7488, -3.3172, 1.2100], [-6.7283, 6.4213, 1.0796], [1.4752, -1.7178, -0.1892], [4.6444, 1.5149, -2.2765], [2.8798, -4.1701, -0.5919], [-0.0950, 0.4900, 0.4117], [5.9649, -2.8531, -0.2673], [-0.8653, -2.2690, -2.2553], [-3.6496, 1.3858, -0.3717], [-2.8671, 2.8241, -2.8440], [-1.8281, -5.1738, 5.6073], [6.5000, -0.9202, 0.5635], [0.3717, -1.7258, -2.2620], [-3.6442, 5.6836, -0.0893], [2.7158, 0.3293, 1.1205], [-5.2331, 2.7064, -0.3818], [-2.6832, 6.1543, -0.2654], [4.5729, -0.0319, -3.1169], [-2.7869, -1.0208, 4.2402], [6.4917, -5.1917, 0.1171], [1.9445, 5.6151, -0.8414], [-0.9325, 1.9876, -3.2826], [1.8478, -3.9387, -0.8839], [4.4721, -5.8830, -0.0684], [3.1029, 0.7329, -2.5189], [3.1681, -5.5022, -0.3320], [3.5454, 1.7286, 0.4650], [-4.8488, 3.6550, -2.7907], [1.1142, 5.1906, 1.4425], [-1.2236, -1.6412, -4.5274], [6.2332, -0.4715, -0.3896]]
}